C84H92AsBClN5O4P3Rb as an isolated structure at a distorted geometry. Source: the OMol25 dataset; level of theory: ωB97M-V/def2-TZVPD.

```
192
Properties=species:S:1:pos:R:3:forces:R:3:mulliken_charge:R:1
C -2.614 6.696 -3.890 -0.098 0.102 0.003 -0.620
H 5.102 -2.190 0.664 -0.005 -0.069 -0.007 0.378
C -4.394 -8.373 -6.066 -0.270 -0.129 -0.091 -0.621
C 4.375 0.569 -3.196 0.184 0.292 -0.444 1.680
C 1.205 4.605 -0.811 -0.048 0.192 -0.457 -1.731
C -3.446 -4.051 -0.878 0.055 -0.110 0.032 -0.389
H 0.339 -4.898 -6.632 0.055 0.055 -0.031 0.394
C 0.114 -3.836 -8.481 0.082 0.098 -0.239 -0.782
H -2.928 -1.290 -3.971 0.084 -0.024 -0.081 0.661
C -5.998 -6.600 -6.198 -0.261 -0.124 -0.066 -0.797
H 0.913 1.809 -2.557 0.046 0.068 -0.112 -0.982
H 2.909 -0.442 -6.250 -0.028 -0.066 -0.096 0.512
H 1.507 -1.732 -1.200 -0.119 -0.184 0.187 -1.798
H 0.798 -4.631 1.269 0.183 -0.033 -0.145 0.107
C -2.692 4.888 -2.314 0.041 -0.151 -0.029 0.150
H 2.790 1.169 -5.556 -0.032 0.133 0.007 0.295
C -3.190 1.765 6.016 -0.098 -0.068 0.164 -0.737
C -2.136 -5.206 2.413 -0.098 -0.059 0.087 -0.595
C -1.082 -3.042 2.605 -1.272 -0.837 0.075 -0.599
C -2.310 -2.192 -4.022 0.187 -0.063 0.083 -1.157
C -2.554 -3.632 -7.785 -0.162 -0.039 0.209 -0.028
H -3.097 -0.586 1.951 -0.032 0.134 -0.061 -0.188
C 3.635 -0.332 -4.239 0.525 -0.180 -0.256 1.817
C 0.353 -6.075 -2.568 -0.003 -0.081 -0.062 -0.860
C -1.773 5.011 3.857 0.088 -0.049 0.004 -0.520
C 0.705 3.394 0.991 0.151 0.165 -0.024 -1.225
N 0.343 2.653 -0.081 0.117 0.276 0.161 1.793
C 1.164 -5.870 -3.672 0.094 -0.022 0.058 -1.101
C -4.713 -4.231 -0.347 -0.157 -0.159 0.004 -0.626
H -6.634 -3.365 0.034 -0.076 -0.008 0.039 0.303
H 3.411 -2.235 1.222 -0.029 -0.191 -0.159 0.157
H -4.455 -2.784 2.692 -0.106 0.087 -0.011 0.492
C -3.485 -3.256 2.636 -0.027 -0.250 0.171 0.045
H 4.722 2.360 -4.393 0.047 0.085 -0.110 0.273
C 2.070 -1.536 3.739 2.803 2.082 -1.157 0.848
C -3.416 -7.445 -5.768 0.412 0.193 0.096 -0.404
H 2.707 -1.276 5.800 -0.058 0.018 0.044 0.297
C 3.866 1.102 3.355 -0.359 -0.263 0.114 1.759
C -0.506 -3.824 -2.726 0.185 0.126 0.169 1.138
H -0.458 -0.170 6.457 0.071 -0.031 0.057 0.323
C -1.685 1.982 4.140 -0.067 -0.138 -0.086 -0.256
C -1.960 4.076 -3.170 -0.112 0.006 0.158 0.238
H -1.614 6.271 -5.737 0.029 -0.007 -0.012 0.412
C 0.820 -2.247 3.729 -3.166 -1.211 -1.052 0.735
H -2.717 6.911 0.642 0.027 0.000 -0.082 0.415
H 2.171 0.887 4.644 -0.144 0.086 0.138 -0.523
H -7.016 -6.268 -6.359 -0.019 0.045 0.003 0.376
C 5.455 0.446 1.178 0.076 0.111 0.186 -0.644
C -0.827 1.074 4.758 -0.020 0.221 -0.115 0.337
O 3.676 0.273 -1.985 1.131 0.399 0.000 -0.126
H 1.599 5.407 1.231 -0.001 0.032 0.085 0.438
C -2.015 0.294 -6.687 0.075 -0.111 -0.124 -0.260
C -2.306 0.895 6.637 -0.017 -0.099 0.119 -0.870
H -3.590 2.958 4.293 -0.036 0.035 -0.016 0.477
H -3.604 -3.560 -7.535 -0.063 0.047 0.033 0.215
C -4.066 -1.844 -1.544 0.135 0.010 -0.064 -0.643
C -1.131 0.540 5.995 -0.002 -0.103 0.171 -0.239
H 0.784 3.478 3.166 -0.021 -0.060 -0.076 0.637
H -2.654 8.101 2.802 -0.003 0.050 0.007 0.362
H -0.996 -5.224 -1.171 -0.097 -0.040 0.044 -0.042
H -0.409 -2.726 -10.240 -0.004 0.010 -0.049 0.367
C -5.699 -7.950 -6.282 0.102 -0.051 0.006 -0.384
C -0.450 -5.056 -2.082 -0.078 0.061 0.001 -0.187
C -2.824 1.682 -4.905 -0.023 -0.093 0.092 -0.139
C -0.766 -3.174 -9.322 0.061 -0.027 0.002 -0.379
H 2.752 2.546 4.468 -0.108 0.049 0.046 0.458
C 5.863 0.268 -3.002 -0.408 0.003 0.001 -2.061
C -0.989 -4.433 2.412 0.333 0.145 0.011 1.528
C -3.031 1.044 -6.112 -0.109 -0.026 -0.172 -0.947
H -2.177 4.492 0.553 0.083 0.001 -0.153 0.079
C 4.302 -1.706 -4.401 -0.140 0.296 0.095 -1.999
P -1.533 -2.352 -2.318 -0.169 -0.107 -0.630 1.139
N 2.068 -3.682 -0.762 0.170 -0.096 0.061 -0.622
H 4.459 -2.157 -3.423 0.045 -0.068 0.070 0.280
H 6.268 0.982 -2.288 0.074 0.080 0.047 0.490
H 6.402 0.366 -3.944 0.131 0.017 -0.108 0.346
C -2.073 6.360 3.912 0.006 0.148 0.090 -0.730
C -1.597 1.587 -4.243 -0.191 -0.178 0.059 -0.797
C -2.456 6.377 1.546 -0.054 0.161 -0.096 -0.282
H -3.616 2.250 -4.441 -0.130 0.066 0.014 0.368
N 0.066 -2.272 2.672 2.077 0.752 0.977 1.514
O -3.350 0.621 -0.275 -0.493 -0.585 0.416 0.316
H 5.157 2.775 3.586 -0.026 0.077 0.019 0.400
H 1.052 -2.332 0.290 0.072 -0.062 -0.060 -0.945
H -3.814 -0.896 -1.995 -0.042 0.153 0.026 -0.223
C -3.109 -2.862 -1.509 0.157 -0.010 0.073 1.467
C 3.057 1.505 4.552 0.032 -0.014 -0.040 -1.278
H 0.933 1.846 2.434 0.133 -0.042 0.160 -0.615
C 0.346 -5.068 2.160 -0.024 0.087 0.044 -1.520
C -3.015 6.188 -2.666 -0.066 0.193 0.053 -0.612
H -2.544 0.483 7.608 -0.009 -0.048 0.055 0.375
C 4.209 2.068 -3.477 -0.049 -0.348 0.096 -1.546
C 0.417 -2.973 4.999 -0.140 0.076 -0.131 -2.416
C 0.398 2.780 -2.522 -0.260 -0.247 -0.102 0.910
H -2.039 -6.281 2.310 0.017 -0.036 -0.052 0.341
O 2.369 -0.568 -3.619 0.101 0.160 -1.095 -0.356
C 4.170 -1.625 0.741 -0.030 0.123 0.067 -0.293
C -2.509 -0.971 2.785 0.032 -0.030 -0.156 -0.084
B 2.450 -0.286 -2.264 -1.654 -0.584 1.382 1.002
H -5.279 -4.633 -5.816 0.000 0.081 0.026 0.323
H 1.957 -4.101 -1.683 0.087 0.070 0.194 0.109
H 3.628 -2.351 -4.960 -0.060 -0.060 -0.086 0.363
C -2.417 7.046 2.758 -0.048 0.085 -0.017 -0.719
H 3.840 -1.348 -0.259 -0.150 -0.097 -0.140 -0.648
C 5.733 1.592 1.901 0.021 0.066 0.021 -0.923
C -2.356 -2.453 2.665 0.342 0.052 -0.038 0.338
H -2.803 -2.589 -9.636 -0.034 0.021 -0.016 0.402
H -2.857 7.716 -4.161 -0.020 0.015 -0.026 0.347
C -0.603 0.788 -4.805 0.144 0.122 0.214 0.001
H -4.960 -5.175 0.119 -0.005 -0.060 0.049 0.456
C 1.246 -4.595 -4.214 0.121 -0.032 -0.050 -0.690
H -3.588 6.810 -1.989 -0.005 -0.005 0.052 0.407
C -5.011 -5.678 -5.896 0.235 0.270 0.096 -0.163
H 0.229 -6.140 2.010 0.061 -0.050 -0.016 0.475
H -4.274 -5.248 2.593 -0.047 -0.026 -0.081 0.396
H 6.548 2.244 1.615 0.029 0.012 -0.006 0.404
C -1.587 4.590 -4.411 0.020 -0.018 0.025 -0.532
H -0.654 -3.167 4.975 0.025 -0.048 0.030 0.461
H 0.361 -7.032 -2.065 -0.034 -0.077 0.040 0.373
C 3.545 -0.036 2.593 1.577 0.946 -0.219 -0.545
C -2.161 5.026 1.492 -0.010 -0.166 0.158 -0.344
H -1.516 -1.971 -4.740 -0.051 0.057 0.116 0.314
H 1.031 -4.904 2.989 0.150 -0.066 0.061 0.196
H 3.096 -2.853 5.114 -0.021 -0.077 0.047 0.580
Rb -0.922 0.296 -0.199 1.367 -1.102 0.174 2.641
C 0.654 3.382 -1.177 0.113 0.109 -0.008 -1.133
C -1.912 5.886 -4.768 0.051 0.115 -0.131 -0.797
H -4.220 2.614 1.220 0.018 0.008 -0.072 -0.512
H -2.395 -7.770 -5.583 -0.078 -0.053 0.007 0.299
C 3.024 -1.790 4.892 0.008 0.051 -0.246 -2.251
H 3.035 -3.353 -0.692 -0.233 0.028 -0.222 0.105
H -3.990 1.121 -6.612 -0.033 0.049 0.009 0.346
H -2.031 6.883 4.860 0.004 0.005 0.027 0.383
C -0.343 -4.379 -7.295 -0.069 -0.159 0.348 -0.145
As -2.167 -4.951 -5.128 -0.303 -0.073 -0.157 0.483
H 1.973 -4.384 -4.989 -0.037 0.042 -0.048 0.519
C -4.813 2.391 0.333 0.794 0.198 -0.420 0.367
C 1.231 4.615 0.595 0.145 0.108 0.492 -1.474
H 3.649 1.400 5.464 -0.018 -0.024 0.093 0.469
H 4.370 0.547 -6.079 0.114 0.052 -0.121 0.357
H -1.042 3.968 -5.110 0.050 -0.040 0.010 0.298
H -3.029 4.473 -1.377 -0.062 -0.008 0.087 -0.060
H 0.072 0.770 4.244 0.132 -0.027 -0.025 -0.135
H -2.162 -0.199 -7.640 -0.045 -0.049 -0.032 0.439
H 5.251 -1.631 -4.929 0.176 -0.055 -0.087 0.337
C -3.386 -4.632 2.557 -0.053 0.061 0.083 -1.224
C 0.454 2.826 2.351 -0.187 -0.217 -0.059 0.960
C 4.395 -0.370 1.522 -0.131 -0.337 0.041 0.628
H -1.498 4.493 4.766 0.020 -0.011 -0.007 0.402
H 1.773 -6.673 -4.066 0.063 -0.022 0.036 0.291
P -1.389 2.554 2.424 0.206 0.433 0.350 0.921
O -4.002 2.029 -1.880 -0.530 0.089 -0.490 -0.576
H 0.332 0.642 -4.285 0.146 -0.049 0.051 0.102
H -3.763 -2.991 -5.358 -0.039 -0.126 0.047 0.668
H -1.528 -0.501 2.777 -0.127 0.152 0.041 -1.075
H 0.520 -2.588 -4.149 0.074 0.078 -0.086 -0.286
N 1.143 -2.590 -0.693 -0.117 0.070 0.509 2.538
H 6.052 0.171 0.320 0.046 -0.006 -0.061 0.392
H -6.477 -8.668 -6.504 -0.038 -0.039 -0.017 0.361
H 6.015 -0.729 -2.600 0.015 -0.131 -0.021 0.316
C -2.106 -3.090 -8.976 -0.039 0.095 -0.181 -0.709
H -6.022 -1.193 -1.002 -0.035 0.104 -0.017 0.427
Cl -6.136 1.348 0.853 -0.747 -0.416 0.383 -0.309
C -3.697 -6.082 -5.676 -0.020 -0.040 -0.002 0.121
C 3.418 0.285 -5.619 -0.012 -0.103 0.405 -2.040
H 4.010 -1.419 4.620 0.010 0.023 0.028 0.413
H 1.539 5.396 -1.466 0.019 -0.001 -0.098 0.512
C -1.827 4.325 2.647 -0.163 -0.060 -0.198 0.315
H -0.026 -0.454 -6.452 0.073 -0.017 0.015 0.311
H -5.255 3.297 -0.083 0.128 -0.151 -0.031 0.420
C -5.317 -2.010 -0.987 -0.093 -0.005 -0.043 -0.293
C -0.809 0.158 -6.021 0.052 -0.048 -0.208 -0.121
C -2.886 2.294 4.778 0.039 -0.015 -0.071 -0.718
H 1.159 -3.916 -8.750 0.052 -0.016 0.016 0.423
C -3.953 1.598 -0.720 -1.175 1.056 0.300 -0.229
H 0.645 -2.390 5.888 0.075 0.073 0.048 0.526
N 2.393 -0.761 2.754 -2.065 -1.593 1.195 0.636
H 3.154 2.320 -3.547 -0.115 0.069 -0.056 0.005
C 0.420 -3.589 -3.751 -0.117 0.126 0.160 -0.058
C -3.165 -3.356 -4.515 -0.244 0.083 -0.169 -1.702
C -1.676 -4.262 -6.911 0.101 -0.023 -0.037 0.213
H -4.150 -9.427 -6.117 0.032 -0.025 -0.013 0.376
H 0.739 3.411 -3.348 -0.002 -0.032 0.037 0.759
H -3.025 -0.711 3.710 0.070 0.141 0.062 0.552
H 4.622 2.628 -2.641 0.017 0.041 0.067 0.515
H -4.125 2.016 6.502 -0.023 0.041 -0.010 0.377
H 0.934 -3.931 5.090 0.041 -0.021 -0.007 0.398
H -2.736 -4.854 -0.783 0.011 -0.080 -0.021 -0.051
C -5.653 -3.219 -0.397 -0.020 -0.024 0.004 -1.135
H -3.855 -3.677 -3.728 0.034 -0.078 -0.135 0.652
P -1.439 2.399 -2.606 0.994 0.508 -0.454 0.340
C 4.944 1.894 2.993 0.155 0.053 -0.056 -0.935
```
Forces are in eV/Å.

Calculated values
Relative energy (zero: lowest compared OMol25 entry of this formula, charge and spin)   23.1 kcal per mole
Total charge   -2
HOMO energy   -0.56 eV
DFT total energy   -206803.4101 eV